[1]
This record from the Open Molecules 2025 dataset describes C37H56Cl2F10N5O8S as an isolated structure. The level of theory is ωB97M-V/def2-TZVPD.

XYZ file:
```
119
Properties=species:S:1:pos:R:3:forces:R:3
H 1.940 4.333 -6.556 0.0 0.0 0.2
C -1.355 0.477 3.838 -1.9 1.9 1.5
C 2.830 -4.832 5.473 -0.7 -0.9 0.0
H 3.409 -5.505 2.694 1.0 2.5 -0.9
H 0.390 -0.659 4.424 -1.2 -0.4 -2.8
H -0.639 3.907 -1.011 1.8 -1.6 0.3
H 0.614 3.301 0.362 -1.0 0.0 -2.4
F 5.375 -5.103 2.060 -2.6 1.2 0.4
C 0.037 -1.416 2.121 -2.6 -1.4 1.8
Cl -0.867 -4.148 2.989 0.3 1.9 -1.0
H -2.120 5.008 -3.400 0.1 0.0 0.0
C -7.144 0.590 -3.530 0.1 0.1 0.5
H -0.755 5.732 -6.886 0.1 -0.1 0.1
H -5.949 0.610 -0.599 0.1 -0.2 0.0
F -2.347 -6.167 -0.864 3.4 3.6 0.9
H 2.451 -2.691 4.044 -2.0 -0.4 -0.7
H -7.299 0.412 -4.600 0.1 0.1 0.0
H 0.863 6.673 -5.179 0.2 -0.1 -0.3
H 3.526 0.152 -0.227 -0.4 -2.7 -0.4
H -8.076 1.634 -2.064 -0.1 -0.2 -0.3
C -0.831 2.008 3.706 0.9 4.5 -1.4
O 0.675 1.688 -2.750 -2.3 0.2 9.3
H 4.378 -3.714 0.104 -1.7 -0.5 1.6
C 2.146 -3.112 0.708 1.1 -1.8 -0.2
H 4.388 1.239 1.455 1.6 -1.5 1.3
F -0.368 -5.644 0.245 -2.9 2.7 -3.3
H 0.436 5.313 -8.110 0.0 0.0 0.2
H -8.399 2.199 -3.533 -0.1 -0.2 0.0
C -0.416 -0.769 3.549 -0.9 -1.2 3.7
S 1.937 0.311 2.668 1.9 1.1 3.0
N 1.586 6.233 -5.757 0.0 -0.2 0.4
H -4.961 0.823 -3.657 0.0 -0.1 0.1
H 3.212 -5.962 5.413 -0.7 2.6 0.1
O -5.670 2.010 -2.092 0.3 -0.4 -0.3
H 0.217 3.140 -5.096 -0.1 0.1 0.0
F -2.978 -1.600 -0.544 3.2 -1.9 2.1
C 0.703 4.347 4.297 -2.0 -1.0 -2.0
H 6.070 -2.730 2.630 0.0 0.9 -2.4
C -1.420 -1.495 1.299 -4.2 2.6 1.5
H 3.252 -5.176 0.399 0.0 2.9 0.3
H 1.809 1.657 2.538 -1.1 -0.3 -0.9
C 3.499 -4.066 0.789 0.3 -1.9 0.7
C -1.729 -2.328 0.000 -3.4 2.3 -6.0
H -1.819 5.054 1.376 1.6 -1.1 2.3
N -8.308 1.326 -3.013 0.3 0.3 0.0
H -1.732 5.701 -4.970 -0.2 -0.1 -0.1
C 0.011 4.997 -7.150 0.0 0.0 -0.3
N 2.332 -3.915 -1.527 3.0 -3.2 -3.5
H 2.381 6.148 -5.123 0.0 0.1 -0.2
H 1.778 1.250 0.423 -1.6 -2.4 0.5
H 6.146 -2.609 0.657 -0.6 0.8 2.0
C 0.326 2.750 4.615 -2.1 2.0 -3.3
O 2.109 -5.039 -1.935 -0.4 3.3 1.4
H -2.441 2.450 1.900 2.1 1.2 1.6
H -1.603 0.398 5.013 0.8 -0.1 -2.5
H -0.481 4.032 -7.310 0.0 0.1 0.0
H 1.581 3.864 -4.261 -0.1 0.1 0.0
H 1.563 4.901 4.913 -2.2 -1.6 -1.4
H 3.680 -4.087 5.176 -1.6 -1.5 0.6
H 4.119 -3.700 3.078 -0.4 -1.6 -1.4
C 3.146 -0.964 -0.439 1.5 1.5 -1.3
H 1.487 -5.465 3.649 0.0 1.5 1.5
H 7.084 -1.422 1.759 -2.6 -0.9 -0.2
H 2.509 -4.666 6.588 0.8 -0.1 -2.2
C 1.110 4.883 -6.097 -0.4 0.3 0.2
F -2.594 -1.825 2.213 4.0 -0.2 -2.2
H -7.178 -0.715 -1.764 0.0 0.1 -0.1
C -1.339 -5.043 -0.661 -0.8 -5.0 -1.9
H 0.582 -4.972 5.261 1.8 0.8 -2.1
C 0.382 1.789 -1.425 1.7 0.3 -7.7
C 0.549 -2.934 2.609 0.5 -1.7 1.5
Cl 3.764 0.164 -3.082 -0.9 -1.1 2.1
C 0.677 4.100 -4.837 0.4 0.2 0.0
H -4.421 0.423 -1.528 -0.1 0.0 0.0
N 1.166 -0.676 1.369 0.5 1.4 0.0
O 1.561 -1.245 -2.607 6.8 2.4 5.5
C 4.708 -1.097 1.828 1.0 2.0 0.3
C -1.533 4.857 -4.309 0.1 0.3 0.2
H -5.891 2.248 -4.087 0.0 0.0 0.2
O -0.160 4.840 -3.943 0.0 -0.5 -0.2
C 1.468 -4.691 4.511 0.8 -0.1 1.2
O 1.531 -3.489 -0.579 -2.8 0.8 3.1
H -1.850 3.918 -4.773 0.1 0.1 -0.1
H -1.024 -1.659 4.096 1.1 1.8 -1.9
O 0.167 0.530 -0.693 1.0 0.9 -0.6
F -1.998 -0.112 1.002 3.3 -3.2 0.5
F -3.227 -4.312 0.960 4.0 1.9 -2.9
C 5.199 0.514 1.915 0.3 0.1 -1.2
C -1.213 4.528 2.256 1.9 -2.6 2.7
H 0.136 1.199 1.267 1.3 -1.7 -1.2
C -5.843 1.411 -3.380 -0.3 0.3 -0.1
H 0.875 2.153 5.463 -1.1 1.4 -1.8
H 1.237 3.903 -1.317 -2.1 -1.5 0.9
N 3.437 -1.435 1.989 2.2 -1.2 -3.8
H -2.464 0.457 3.389 2.8 -0.1 0.6
H -7.902 -1.413 -3.206 0.1 0.2 0.1
O 1.279 -3.718 1.675 0.2 2.2 -0.9
C 2.405 -1.476 0.887 2.8 -3.3 0.2
H -6.144 -1.288 -3.085 0.0 0.0 0.0
F -0.846 -4.855 -2.079 -1.2 -0.1 5.6
C 0.343 3.305 -0.801 1.5 -0.1 0.8
C 0.834 0.523 0.564 -1.8 6.5 -0.6
H 4.067 -1.704 -0.652 -1.9 1.8 0.9
C -1.585 2.961 2.556 2.3 1.2 1.5
C 3.984 -4.547 2.302 1.5 -0.6 -0.8
F -3.272 -3.863 -1.285 3.3 0.7 3.3
C -5.138 1.135 -1.108 -0.2 0.3 0.0
H -4.623 1.743 -0.361 0.0 0.1 -0.1
H 0.243 6.362 2.853 -0.4 -2.5 0.9
C -0.022 5.248 3.123 -1.7 -4.5 0.3
C -2.282 -3.828 -0.114 -4.5 -2.5 -1.6
H 5.494 0.822 3.010 -0.8 -0.7 -2.0
C 2.602 -0.814 -1.930 -5.9 -2.0 -5.4
C 1.363 -3.094 4.005 0.0 -0.7 2.8
H 6.180 0.693 1.259 -2.1 -0.7 1.5
C 6.065 -2.040 1.668 0.2 0.4 1.6
F -0.886 -2.098 -1.230 -1.5 -1.0 4.7
H 0.825 -2.672 4.984 1.0 -0.4 -2.6
C -7.083 -0.777 -2.852 -0.1 -0.3 -0.1
```
Positions in Å, forces in eV/Å.

Properties
* E_HOMO: -10.492 eV
* LUMO energy: -4.708 eV
* total charge: +1
* 2S+1: 1

Atomic partial charges in e from the Löwdin method, atoms 1 to 8:
1 H 0.136
2 C -0.192
3 C -0.129
4 H 0.139
5 H 0.110
6 H 0.111
7 H 0.074
8 F -0.151

=====

[2]
This record from the Open Molecules 2025 dataset describes one molecule with the formula C2HF3O2. The level of theory is ωB97M-V/def2-TZVPD.

XYZ file:
```
8
Properties=species:S:1:pos:R:3:forces:R:3
F -2.004 0.263 2.016 0.1 -0.8 -0.3
C -0.849 0.312 1.406 2.9 4.6 1.0
O -0.281 1.478 1.643 -2.2 -2.6 -0.4
C -0.271 -0.885 0.683 1.4 1.0 -1.1
H -1.042 -1.465 0.196 -0.3 -1.1 1.0
O 0.841 2.161 1.229 -0.4 -1.5 -0.2
F 0.427 -0.460 -0.411 -0.1 0.5 0.3
F 0.667 -1.473 1.484 -1.4 -0.2 -0.2
```
Positions in Å, forces in eV/Å.

Properties
* E_HOMO (spin up / spin down): -9.928 / -9.836 eV
* LUMO energy (spin up / spin down): -1.253 / -1.282 eV
* total charge: 0
* 2S+1: 1

Need the Löwdin charges? In units of e they are:
1 F 0.184
2 C -0.164
3 O -0.011
4 C -0.265
5 H 0.167
6 O -0.093
7 F 0.078
8 F 0.104

=====

[3]
This record from the Open Molecules 2025 dataset describes C31H26Br5N6O12STi as an isolated structure. The level of theory is ωB97M-V/def2-TZVPD.

XYZ file:
```
82
Properties=species:S:1:pos:R:3:forces:R:3
C 2.552 -1.081 4.029 0.0 0.0 0.0
H -2.942 3.745 -2.467 0.0 0.1 0.0
C 4.674 -1.440 -1.919 0.0 0.0 0.0
C -1.552 1.299 -4.964 0.0 -0.1 0.1
C 3.221 -2.310 3.808 0.0 0.0 0.0
C -2.334 -4.261 -1.406 -0.1 0.0 0.1
H -2.025 1.223 3.014 0.0 0.0 0.0
O -0.609 4.985 -1.156 0.1 0.0 -0.4
O 4.192 -2.182 5.892 0.0 0.0 0.0
C 2.171 -2.398 1.612 0.0 0.0 0.0
C 3.562 -1.601 -4.028 0.0 0.0 0.0
H 3.553 -3.891 2.407 0.0 0.0 0.0
H 3.488 -1.959 -5.044 0.0 0.0 0.0
H 1.598 -0.625 -4.034 0.0 0.0 0.0
H -0.113 2.796 -5.554 0.0 0.0 0.0
H 5.474 -2.484 -3.616 0.0 0.0 0.0
C -1.535 -5.041 -3.535 0.0 0.0 0.0
O 0.663 -0.650 0.995 0.0 0.0 0.0
O 1.373 -2.593 -0.623 0.3 -0.3 0.0
Br -0.700 -0.064 -5.994 -0.1 0.0 -0.2
C 4.654 -1.895 -3.230 0.0 0.0 0.0
O -1.516 -2.175 -0.590 0.3 0.1 -0.1
H -1.488 1.806 5.880 0.0 0.0 0.0
C -0.979 2.556 -4.956 0.0 -0.1 0.1
C 2.516 -0.862 -3.516 -0.1 0.0 0.1
Br -1.467 -6.353 -4.898 0.0 0.0 0.0
C 0.496 2.705 6.009 0.0 0.0 0.0
O -0.179 3.474 3.085 0.0 0.0 0.0
S -1.255 3.189 3.996 0.0 0.0 0.0
H -2.183 -0.561 1.813 0.0 0.0 0.0
C -1.466 3.457 -4.016 0.3 0.2 0.0
C 1.717 -0.534 3.096 0.0 0.0 0.0
H 1.300 2.986 5.331 0.0 0.0 0.0
O 4.685 -3.897 4.539 0.0 0.0 0.0
O -0.175 -1.719 -2.742 0.3 0.0 0.3
C 3.611 -0.707 -1.443 0.0 0.0 0.0
C -1.994 1.023 0.370 -0.1 0.0 -0.1
H -2.846 3.900 1.819 0.0 0.0 0.0
H -0.884 4.907 -2.936 0.0 0.1 0.7
H 0.892 2.000 6.738 0.0 0.0 0.0
Br 0.342 -3.587 -5.171 0.0 0.1 0.1
O 1.554 0.264 -1.761 0.0 -0.1 0.1
N -1.109 0.890 -0.599 0.4 -0.2 0.1
H -0.312 1.159 4.715 0.0 0.0 0.0
N -2.157 2.335 0.699 -0.1 0.0 -0.1
H -2.954 -0.856 0.282 0.0 0.0 0.0
C -2.317 -5.236 -2.411 0.0 0.0 0.0
O -1.924 4.274 4.677 0.0 0.0 0.0
C -0.786 -3.859 -3.666 0.0 0.1 -0.1
C 3.033 -2.963 2.594 0.0 0.0 0.0
Ti 0.127 -0.989 -0.855 -1.0 0.4 -0.2
H -3.698 0.284 1.427 0.0 0.0 0.0
H -3.314 2.099 3.852 0.0 0.0 0.0
C -2.555 3.081 -3.228 -0.1 -0.1 0.0
C 2.025 -3.028 0.358 0.0 0.1 0.0
H 0.152 3.598 6.531 0.0 0.0 0.0
H 1.244 0.428 3.250 0.0 0.0 0.0
H 3.513 -0.332 -0.434 0.0 0.0 0.0
C -1.590 -3.095 -1.513 0.1 -0.1 -0.1
N -2.573 0.905 -4.242 -0.1 0.0 -0.1
O -2.289 5.122 0.345 0.1 -0.1 -0.1
O -0.825 4.629 -3.877 -0.2 -0.2 -0.3
C 1.482 -1.183 1.855 0.1 0.0 0.1
H -3.908 1.480 -2.790 0.0 0.0 0.0
C -0.643 2.057 5.237 0.0 0.0 0.0
H 0.047 2.343 -1.699 0.0 0.0 0.0
H 2.570 -3.969 0.209 0.0 0.0 0.0
N -1.385 4.447 -0.278 -0.3 0.0 0.2
Br -3.347 -4.461 0.181 0.0 0.0 0.0
H 5.493 -1.661 -1.251 0.0 0.0 0.0
C -0.670 2.159 -0.921 -0.1 0.1 0.0
Br -3.353 -6.808 -2.215 0.0 0.0 0.0
C -3.073 1.813 -3.398 0.0 0.0 0.1
N 4.062 -2.814 4.787 0.0 0.0 -0.1
C -2.480 2.201 3.158 0.0 0.0 0.0
C -0.821 -2.860 -2.702 -0.1 -0.2 0.1
H -3.990 2.574 1.673 0.0 0.0 0.0
N 2.570 -0.430 -2.246 0.0 0.0 -0.1
C -2.937 2.815 1.829 0.1 0.0 0.0
C -1.342 3.077 -0.155 0.1 -0.1 0.0
C -2.757 -0.080 1.015 0.0 0.0 0.0
H 2.744 -0.589 4.973 0.0 0.0 0.0
```
Positions in Å, forces in eV/Å.

Properties
* E_HOMO (spin up / spin down): -0.754 / -3.380 eV
* LUMO energy (spin up / spin down): 3.359 / 3.347 eV
* total charge: -2
* 2S+1: 4

Atomic partial charges in e from the Löwdin method, atoms 1 to 8:
1 C 0.017
2 H 0.120
3 C -0.030
4 C -0.745
5 C -0.208
6 C -0.637
7 H 0.083
8 O -0.125

=====

[4]
This record from the Open Molecules 2025 dataset describes C8H24AsBBrCl4CsF7KNNaO7PV as an isolated structure. The level of theory is ωB97M-V/def2-TZVPD.

XYZ file:
```
59
Properties=species:S:1:pos:R:3:forces:R:3
O 0.915 -1.917 -5.198 -0.7 -2.2 3.1
Cs -4.056 0.819 1.220 9.3 9.0 -6.0
O 5.450 0.782 -0.100 -1.6 1.4 1.7
C -0.067 1.890 -0.021 0.5 0.8 -1.0
H 5.068 4.270 0.397 -0.1 -0.2 0.3
C 5.217 -1.597 3.982 0.4 -0.6 -0.2
C -7.408 1.953 -3.520 0.1 0.1 -0.1
H 0.420 1.270 0.771 -0.4 0.4 -0.5
H 0.635 2.777 -1.989 0.2 -0.8 -0.1
F -6.609 -1.756 3.156 1.4 0.3 1.1
H 4.843 3.059 -1.422 0.0 -0.2 -0.1
H -5.119 -2.586 -3.382 1.3 1.4 0.6
H 4.732 -2.494 5.888 0.0 0.1 0.0
O -2.361 -0.943 -3.020 0.4 -0.2 -0.4
Cl -8.526 3.305 -3.291 0.0 -0.1 0.0
H 1.022 3.816 -0.441 0.0 -1.3 -0.9
H -0.819 2.607 0.412 0.4 -0.8 -0.3
Cl -6.242 -3.652 -3.839 -5.3 -0.2 -5.6
F -7.814 -1.241 1.625 -0.4 0.1 -1.6
H 3.345 4.559 -0.938 -0.3 -0.1 0.1
H -7.916 1.183 -4.090 0.1 0.0 0.1
Na 1.150 3.849 1.677 -0.2 -0.1 0.1
C 6.362 -1.549 2.983 0.0 0.2 -0.2
F -4.936 -0.577 2.359 -0.7 -7.0 7.2
H 6.093 -0.934 2.122 0.0 0.0 0.1
H 5.766 -3.491 4.877 0.1 0.1 -0.1
F -6.237 -1.668 0.101 -0.4 1.7 -2.1
H 6.446 -2.076 5.704 0.0 0.0 0.0
O -3.384 -1.648 -4.785 0.2 0.0 0.1
C 2.437 2.088 -0.843 -2.4 -1.3 0.0
Br -1.063 0.627 -1.204 -0.1 0.3 1.8
H -3.889 -2.830 -2.081 0.7 0.8 0.2
Cl -6.937 1.266 -1.960 -0.1 -0.1 0.0
O 0.031 -3.514 -2.250 0.9 1.0 -2.7
H 6.590 -2.548 2.600 0.0 0.0 0.2
O 4.597 1.445 2.142 0.3 0.2 -1.9
H 3.664 1.248 2.296 0.1 0.0 0.3
As 3.929 3.334 -0.173 1.3 1.3 -2.0
H 5.003 0.827 -0.959 0.6 0.1 -0.3
K -5.197 -4.597 -2.072 2.0 -3.1 4.5
H 2.415 1.228 -0.106 0.0 0.6 -0.6
H 2.744 1.628 -1.819 -0.1 0.9 0.6
B 4.761 1.659 0.760 1.0 -2.6 0.6
C 0.996 2.735 -0.878 0.9 0.3 2.6
P -6.191 -1.271 1.662 -4.7 -4.3 0.7
Cl -5.983 2.469 -4.428 -0.1 -0.1 0.0
H 7.266 -1.137 3.437 0.0 0.0 0.0
F -5.298 -2.608 1.562 1.0 -1.2 1.8
H 4.247 -3.009 3.045 0.0 0.0 0.0
O 4.049 -2.116 3.344 -0.3 0.4 0.1
H -4.783 -1.276 -2.164 0.2 -0.1 0.1
C 5.567 -2.460 5.184 -0.1 0.1 0.2
N -3.277 -1.518 -3.589 -0.3 -0.1 0.3
H 4.978 -0.584 4.314 -0.2 -0.1 -0.1
C -4.348 -2.096 -2.734 0.8 1.4 0.1
F -6.231 0.255 1.186 -5.4 1.4 -1.3
F 0.446 1.736 -2.908 0.5 0.5 -1.3
V 0.444 -2.678 -3.715 -0.4 1.6 -0.3
H 3.060 3.685 1.115 -0.7 0.2 1.0
```
Positions in Å, forces in eV/Å.

Properties
* E_HOMO: -6.887 eV
* LUMO energy: -4.754 eV
* total charge: 0
* 2S+1: 1

Atomic partial charges in e from the Löwdin method, atoms 1 to 8:
1 O -0.585
2 Cs 1.544
3 O 0.111
4 C -0.570
5 H -0.005
6 C -0.503
7 C -1.535
8 H 0.052